The following is a quantum chemistry calculation of C29H56AsAuN4O5Si2Te as an isolated structure, from OMol25.

Summary:
Expectation value of S² = 2.010
Maximum force = 1.0 eV/A
E_tot = -4951.90353 Eh
LUMO (alpha / beta) = -5.08 / -8.03 eV
Relative energy (zero: lowest compared OMol25 entry of this formula, charge and spin) = 0.015 eV
HOMO (alpha / beta) = -13.97 / -13.97 eV
HOMO-LUMO gap (alpha / beta) = 8.89 / 5.94 eV

The geometry in ORCA input format:
```
! RIJCOSX wB97M-V def2-TZVPD def2/J DEFGRID3
* xyz 2 3
Au -1.033 0.788 -0.370
C -5.494 1.342 2.121
C -6.217 0.558 1.036
C -5.318 -0.475 0.322
C -6.134 -1.213 -0.764
C -5.351 -2.268 -1.526
C -4.877 -1.495 1.363
O -5.645 -2.118 2.037
N -3.494 -1.691 1.537
C -2.554 -0.975 0.889
O -1.327 -1.069 1.163
N -2.887 -0.105 -0.085
C -4.177 0.267 -0.361
O -4.390 1.176 -1.139
H -6.143 2.106 2.545
H -4.607 1.851 1.730
H -5.182 0.695 2.943
H -6.611 1.227 0.270
H -7.058 0.009 1.460
H -6.512 -0.448 -1.444
H -6.993 -1.660 -0.263
H -4.510 -1.833 -2.071
H -5.991 -2.762 -2.255
H -4.963 -3.041 -0.860
H -3.209 -2.313 2.282
C 4.657 3.751 4.573
C 3.496 2.782 4.424
N 3.886 1.513 3.810
C 4.777 0.631 4.579
C 6.184 0.582 4.007
C 3.390 1.033 2.668
O 3.597 -0.102 2.244
C 2.542 1.912 1.774
C 2.953 3.119 1.227
C 2.193 3.703 0.221
C 1.058 3.058 -0.224
N 0.658 1.898 0.309
C 1.374 1.343 1.291
H 4.316 4.671 5.046
H 5.095 4.003 3.606
H 5.446 3.334 5.198
H 2.696 3.225 3.833
H 3.066 2.555 5.403
H 4.334 -0.366 4.588
H 4.781 1.003 5.603
H 6.172 0.176 2.996
H 6.814 -0.060 4.621
H 6.637 1.573 3.981
H 3.868 3.589 1.564
H 2.492 4.636 -0.233
H 0.459 3.431 -1.043
H 1.025 0.394 1.679
C -1.503 4.667 -3.200
As -2.476 3.209 -2.430
C -3.681 2.602 -3.777
C -3.370 3.858 -0.863
O -1.298 2.031 -2.080
H -2.192 5.478 -3.433
H -1.021 4.324 -4.114
H -0.749 5.025 -2.501
H -4.237 3.464 -4.148
H -4.352 1.858 -3.363
H -3.083 2.181 -4.585
H -3.420 4.945 -0.913
H -2.795 3.557 0.013
H -4.366 3.426 -0.807
C 0.217 -4.730 -2.906
Si -0.370 -4.480 -1.152
C -2.107 -3.793 -1.116
C -0.178 -6.013 -0.120
C 0.729 -3.136 -0.349
Te 0.798 -1.343 -1.445
C 2.694 -0.715 -0.846
Si 4.101 -1.298 -2.034
C 3.974 -3.154 -2.191
C 3.801 -0.457 -3.672
C 5.667 -0.738 -1.204
H -0.419 -5.457 -3.413
H 1.236 -5.118 -2.935
H 0.185 -3.815 -3.505
H -2.791 -4.427 -1.682
H -2.168 -2.793 -1.557
H -2.482 -3.733 -0.094
H -0.823 -6.808 -0.495
H -0.441 -5.838 0.924
H 0.848 -6.382 -0.153
H 1.774 -3.438 -0.256
H 0.357 -2.839 0.635
H 2.859 -1.085 0.167
H 2.694 0.374 -0.829
H 3.010 -3.471 -2.599
H 4.122 -3.653 -1.231
H 4.737 -3.531 -2.873
H 2.798 -0.648 -4.062
H 4.504 -0.815 -4.425
H 3.932 0.624 -3.592
H 5.792 -1.220 -0.234
H 5.661 0.341 -1.043
H 6.537 -0.978 -1.816
*
```